No. 1
# C35H38Cl3MoNO8S4Sb

A structure of composition C35H38Cl3MoNO8S4Sb (wB97M-V/def2-TZVPD, the OMol25 dataset).

As for the spin multiplicity: 4. As for the HOMO-LUMO gap (spin up / spin down): 6.91 / 5.66 eV. Its largest force on an atom is 0.0137 Eh/bohr.

Structure (XYZ):
```
91
C35H38Cl3MoNO8S4Sb wB97M-V/def2-TZVPD
Mo 0.070 -0.019 -0.775
C 0.008 0.363 4.016
O -0.746 -0.210 2.965
C -1.768 0.663 2.552
C -2.536 0.150 1.356
O -1.984 0.593 0.099
C -2.997 0.491 -0.920
H 0.354 1.362 3.744
H 0.886 -0.257 4.178
H -0.588 0.427 4.936
H -1.359 1.656 2.322
H -2.483 0.784 3.379
H -3.539 0.583 1.397
H -2.619 -0.943 1.363
H -3.868 1.066 -0.598
H -3.265 -0.553 -1.077
H -2.584 0.913 -1.833
S 3.528 2.467 -3.187
Sb 1.715 0.959 -3.569
S 2.131 -0.703 -1.887
S 0.035 1.911 -2.103
Cl -1.259 4.506 -0.139
C -0.953 4.766 1.550
C -1.963 5.296 2.329
C -1.746 5.514 3.681
C -0.527 5.169 4.235
C 0.469 4.609 3.450
Cl 1.917 4.089 4.253
C 0.303 4.413 2.071
N 1.257 3.847 1.252
C 2.625 4.174 1.238
C 3.078 5.407 1.690
C 4.431 5.703 1.676
C 5.338 4.777 1.184
C 4.875 3.563 0.700
C 3.525 3.241 0.720
C 3.042 1.955 0.105
C 2.307 1.010 1.040
O 2.818 0.449 1.975
O 1.039 0.785 0.680
H -2.905 5.547 1.865
H -2.522 5.945 4.296
H -0.337 5.305 5.289
H 0.896 3.422 0.406
H 2.364 6.130 2.061
H 4.772 6.661 2.042
H 6.395 5.001 1.164
H 5.572 2.842 0.296
H 3.904 1.389 -0.255
H 2.406 2.161 -0.763
C -4.145 -1.197 -5.032
C -4.403 -1.679 -3.636
C -5.437 -1.157 -2.864
C -5.654 -1.612 -1.575
Cl -6.920 -0.896 -0.617
C -4.866 -2.608 -1.024
C -3.842 -3.143 -1.788
C -3.612 -2.679 -3.075
O -2.623 -3.226 -3.861
C -1.304 -3.061 -3.358
C -0.938 -1.577 -3.254
O -0.714 -0.890 -4.229
O -0.950 -1.128 -2.030
H -4.750 -0.319 -5.250
H -4.392 -1.974 -5.756
H -3.093 -0.949 -5.172
H -6.065 -0.375 -3.267
H -5.054 -2.958 -0.019
H -3.220 -3.931 -1.387
H -0.644 -3.535 -4.084
H -1.192 -3.537 -2.380
C 4.094 -6.163 -2.206
C 3.311 -5.214 -1.346
C 1.917 -5.269 -1.316
C 1.190 -4.406 -0.518
C 1.866 -3.475 0.258
C 3.247 -3.386 0.233
C 3.962 -4.268 -0.562
S 0.983 -2.288 1.231
C 0.295 -3.376 2.467
O -0.248 -1.898 0.388
H 3.499 -6.516 -3.047
H 4.405 -7.036 -1.629
H 4.992 -5.689 -2.597
H 1.400 -5.991 -1.935
H 0.108 -4.429 -0.515
H 3.751 -2.619 0.805
H 5.040 -4.198 -0.597
H -0.299 -4.140 1.968
H -0.323 -2.766 3.118
H 1.122 -3.822 3.014
```

From a Löwdin analysis of the wavefunction, the atomic charges in e read: 1.244, -0.086, -0.221, -0.196, -0.149, -0.329, -0.084, 0.073, 0.091, 0.094, 0.129, 0.135, 0.128, 0.136, 0.104, 0.068, 0.059, -0.020, 0.434, 0.015, 0.000, 0.713, -0.577, -0.115, -0.089, -0.116, -0.581, 0.756, -0.305, 0.086, -0.228, -0.062, -0.083, -0.085, -0.031, -0.150, -0.132, -0.593, 0.090, -0.344, 0.103, 0.104, 0.102, 0.072, 0.113, 0.103, 0.099, 0.114, 0.111, -0.001, -0.010, -0.183, -0.065, -0.684, 0.655, -0.117, 0.000, -0.248, -0.031, -0.072, -0.591, 0.005, -0.321, 0.081, 0.094, 0.075, 0.114, 0.107, 0.123, 0.142, 0.107, -0.044, -0.258, -0.024, -0.068, -0.429, -0.086, -0.026, 0.983, -0.200, -0.617, 0.078, 0.088, 0.081, 0.117, 0.105, 0.118, 0.119, 0.063, 0.049, 0.071

=====

No. 2
# C35H38MnN6O2PS

A structure of composition C35H38MnN6O2PS (wB97M-V/def2-TZVPD, the OMol25 dataset).

As for the spin multiplicity: 5. Its charge is +2. As for the HOMO-LUMO gap (spin up / spin down): 4.98 / 5.64 eV. The energy above the lowest of the compared OMol25 structures with the same formula, charge and spin is 0.2 kcal/mol. Its largest force on an atom is 0.0084 Eh/bohr.

Structure (XYZ):
```
84
C35H38MnN6O2PS wB97M-V/def2-TZVPD
Mn -2.050 -0.324 -0.754
C -3.737 -5.287 1.086
C -4.869 -4.302 0.844
N -4.730 -3.063 1.632
C -5.311 -3.078 2.998
C -4.272 -3.270 4.089
C -4.092 -1.986 1.209
S -3.380 -2.126 -0.417
N -4.045 -0.957 2.056
C -3.423 0.180 1.856
O -2.697 0.474 0.833
C -3.544 1.226 2.887
C -2.840 2.423 2.748
C -2.948 3.407 3.714
C -3.759 3.201 4.823
C -4.461 2.011 4.968
C -4.354 1.024 4.004
H -3.884 -6.171 0.466
H -3.704 -5.609 2.125
H -2.773 -4.846 0.828
H -5.827 -4.735 1.127
H -4.945 -4.044 -0.209
H -6.034 -3.892 3.000
H -5.852 -2.147 3.139
H -3.736 -4.212 3.977
H -4.771 -3.284 5.057
H -3.553 -2.452 4.088
H -2.206 2.572 1.884
H -2.400 4.333 3.609
H -3.845 3.971 5.578
H -5.091 1.856 5.833
H -4.894 0.093 4.106
C 11.487 1.612 -0.877
O 10.485 2.592 -1.140
C 9.197 2.211 -1.081
C 8.770 0.919 -0.782
C 7.414 0.639 -0.750
C 6.471 1.625 -1.011
C 6.915 2.917 -1.308
C 8.257 3.212 -1.345
C 5.054 1.281 -0.966
N 4.560 0.088 -0.688
C 3.211 0.236 -0.764
C 2.857 1.527 -1.090
N 4.055 2.189 -1.217
C 1.507 1.953 -1.217
C 1.063 3.259 -1.492
C -0.280 3.535 -1.546
C -1.193 2.500 -1.351
N -0.798 1.257 -1.118
C 0.523 0.966 -1.022
C 0.876 -0.389 -0.670
N -0.147 -1.260 -0.453
C 0.137 -2.501 -0.098
C 1.452 -2.954 0.063
C 2.490 -2.087 -0.153
C 2.210 -0.761 -0.531
H 12.437 2.125 -0.977
H 11.433 0.798 -1.603
H 11.389 1.219 0.136
H 9.480 0.133 -0.575
H 7.076 -0.363 -0.519
H 6.217 3.720 -1.517
H 8.612 4.207 -1.574
H 4.199 3.156 -1.450
H 1.780 4.056 -1.648
H -0.643 4.535 -1.736
H -2.260 2.682 -1.375
H -0.707 -3.160 0.062
H 1.626 -3.979 0.359
H 3.522 -2.392 -0.037
C -3.363 -1.823 -3.757
P -2.969 -0.230 -2.994
C -1.908 0.586 -4.216
C -4.522 0.700 -2.990
H -3.763 -1.640 -4.755
H -4.103 -2.356 -3.164
H -2.467 -2.437 -3.841
H -2.422 0.592 -5.178
H -0.968 0.044 -4.320
H -1.690 1.612 -3.925
H -4.917 0.730 -4.006
H -4.368 1.721 -2.641
H -5.244 0.213 -2.335
```

From a Löwdin analysis of the wavefunction, the atomic charges in e read: 0.579, -0.056, -0.226, -0.096, -0.170, -0.057, -0.570, 0.794, 0.134, -0.366, -0.152, -0.142, -0.017, -0.057, -0.048, -0.050, -0.008, 0.090, 0.075, 0.057, 0.126, 0.077, 0.123, 0.116, 0.069, 0.089, 0.069, 0.104, 0.111, 0.116, 0.115, 0.107, -0.053, -0.058, -0.270, 0.007, -0.007, -0.166, -0.023, 0.018, -0.227, 0.199, -0.169, -0.121, 0.193, -0.048, 0.045, -0.010, -0.112, -0.007, -0.116, -0.131, 0.024, -0.092, -0.003, 0.054, -0.052, 0.099, 0.099, 0.099, 0.109, 0.117, 0.106, 0.129, 0.153, 0.131, 0.126, 0.124, 0.088, 0.123, 0.136, -0.254, 0.756, -0.230, -0.222, 0.068, 0.026, 0.062, 0.066, 0.061, 0.039, 0.068, 0.050, 0.057

=====

No. 3
# C35H38N2O2P2V

A structure of composition C35H38N2O2P2V (wB97M-V/def2-TZVPD, the OMol25 dataset).

As for the spin multiplicity: 2. As for the HOMO-LUMO gap (spin up / spin down): 6.71 / 6.05 eV. The energy above the lowest of the compared OMol25 structures with the same formula, charge and spin is 2.4 kcal/mol. Its largest force on an atom is 0.0185 Eh/bohr.

Structure (XYZ):
```
80
C35H38N2O2P2V wB97M-V/def2-TZVPD
V -0.691 -0.283 -0.273
C 1.566 -1.189 1.881
P 1.683 -0.612 0.119
C 3.119 0.537 0.169
C 3.393 1.278 1.318
C 4.430 2.202 1.336
C 5.202 2.407 0.201
C 4.932 1.680 -0.951
C 3.899 0.753 -0.964
C 2.436 -2.032 -0.774
C 2.142 -2.214 -2.122
C 2.692 -3.271 -2.839
C 3.526 -4.180 -2.203
C 3.817 -4.019 -0.853
C 3.284 -2.947 -0.151
C 0.458 -0.381 2.522
C 0.228 0.119 3.775
C -0.959 0.932 3.689
C -1.382 0.884 2.390
C -2.436 1.586 1.578
P -1.524 1.930 -0.019
C -0.653 3.466 0.502
C 0.656 3.360 0.957
C 1.343 4.474 1.425
C 0.722 5.714 1.440
C -0.587 5.835 0.985
C -1.269 4.719 0.522
C -2.755 2.613 -1.179
C -4.113 2.622 -0.884
C -5.040 3.089 -1.811
C -4.613 3.553 -3.045
C -3.256 3.548 -3.349
C -2.335 3.076 -2.425
N -0.528 0.073 1.665
H 2.512 -1.080 2.412
H 1.326 -2.255 1.832
H 2.788 1.147 2.210
H 4.633 2.762 2.241
H 6.006 3.131 0.211
H 5.529 1.830 -1.842
H 3.707 0.187 -1.869
H 1.470 -1.525 -2.623
H 2.460 -3.388 -3.890
H 3.954 -5.007 -2.755
H 4.466 -4.724 -0.349
H 3.537 -2.823 0.896
H 0.835 -0.042 4.654
H -1.414 1.492 4.492
H -2.789 2.498 2.059
H -3.293 0.940 1.369
H 1.140 2.393 0.935
H 2.364 4.368 1.770
H 1.255 6.586 1.798
H -1.076 6.801 0.992
H -2.287 4.829 0.165
H -4.460 2.265 0.077
H -6.095 3.086 -1.568
H -5.331 3.917 -3.769
H -2.917 3.908 -4.312
H -1.281 3.069 -2.676
C -3.380 -1.382 -1.189
O -2.314 -0.473 -1.268
H -4.330 -0.851 -1.299
H -3.408 -1.909 -0.227
H -3.347 -2.138 -1.984
C -1.005 -4.271 1.945
N -1.012 -4.520 0.509
C -1.389 -5.865 0.106
C -0.969 -3.492 -0.355
C -1.236 -3.739 -1.814
O -0.703 -2.356 0.046
H -2.004 -4.434 2.357
H -0.706 -3.248 2.148
H -0.312 -4.960 2.429
H -0.915 -6.574 0.783
H -1.045 -6.086 -0.900
H -2.471 -6.017 0.153
H -2.152 -4.307 -1.975
H -0.403 -4.293 -2.251
H -1.322 -2.774 -2.306
```

From a Löwdin analysis of the wavefunction, the atomic charges in e read: 0.501, -0.252, 1.037, -0.335, -0.111, -0.089, -0.088, -0.081, -0.086, -0.359, -0.116, -0.088, -0.090, -0.081, -0.080, -0.386, -0.060, -0.053, -0.380, -0.227, 1.034, -0.327, -0.081, -0.073, -0.091, -0.086, -0.084, -0.368, -0.089, -0.084, -0.094, -0.084, -0.091, -0.140, 0.086, 0.065, 0.101, 0.104, 0.101, 0.102, 0.100, 0.105, 0.103, 0.101, 0.102, 0.104, 0.090, 0.092, 0.093, 0.080, 0.066, 0.092, 0.099, 0.100, 0.104, 0.093, 0.100, 0.099, 0.100, 0.109, -0.229, -0.447, 0.071, 0.076, 0.056, -0.015, -0.132, -0.043, -0.455, 0.010, -0.098, 0.099, 0.076, 0.093, 0.090, 0.083, 0.099, 0.090, 0.090, 0.075

=====

No. 4
# C35H38N3Ti

A structure of composition C35H38N3Ti at a distorted geometry (wB97M-V/def2-TZVPD, the OMol25 dataset).

As for the spin multiplicity: 3. Its charge is -1. As for the HOMO-LUMO gap (spin up / spin down): 4.64 / 6.24 eV. The energy above the lowest of the compared OMol25 structures with the same formula, charge and spin is 32.6 kcal/mol. Its largest force on an atom is 0.0490 Eh/bohr.

Structure (XYZ):
```
77
C35H38N3Ti wB97M-V/def2-TZVPD
Ti -0.674 0.081 0.039
C -2.334 -0.348 4.018
C -2.468 1.028 4.350
C -1.930 1.964 3.517
C -1.265 1.564 2.334
N -1.224 0.228 1.971
C -1.715 -0.675 2.847
C -0.560 2.457 1.462
C -0.619 3.860 1.578
C 0.133 4.630 0.677
C 0.930 4.036 -0.264
C 0.982 2.612 -0.343
N 0.187 1.841 0.484
C 1.846 1.883 -1.196
C 2.805 2.511 -2.041
C 3.765 1.756 -2.657
C 3.797 0.368 -2.438
C 2.785 -0.178 -1.669
N 1.793 0.510 -1.104
H -2.707 -1.129 4.665
H -2.968 1.328 5.262
H -1.989 3.015 3.763
H -1.595 -1.706 2.545
H -1.236 4.326 2.332
H 0.082 5.712 0.726
H 1.494 4.640 -0.959
H 2.792 3.585 -2.170
H 4.505 2.231 -3.289
H 4.563 -0.268 -2.862
H 2.772 -1.249 -1.512
C -2.199 -0.914 -1.522
C -1.542 0.154 -2.186
C -1.958 1.369 -1.584
C -2.832 1.062 -0.524
C -2.970 -0.359 -0.480
C -3.904 -1.131 0.396
C -3.623 2.045 0.281
C -1.663 2.735 -2.117
C -0.657 0.053 -3.392
C -2.299 -2.328 -1.982
H -3.520 -2.135 0.598
H -4.885 -1.244 -0.079
H -4.056 -0.641 1.359
H -3.072 2.973 0.444
H -3.881 1.643 1.264
H -4.560 2.296 -0.229
H -2.417 3.011 -2.862
H -0.685 2.779 -2.599
H -1.672 3.492 -1.331
H 0.281 0.595 -3.258
H -1.155 0.467 -4.276
H -0.398 -0.984 -3.607
H -2.101 -3.040 -1.176
H -1.592 -2.541 -2.784
H -3.307 -2.525 -2.361
C 0.654 -4.048 1.009
C 1.018 -2.794 0.180
C 1.113 -3.245 -1.296
C -0.092 -1.751 0.287
C 2.375 -2.308 0.719
C 2.489 -1.141 1.470
C 3.713 -0.732 1.990
C 4.860 -1.486 1.774
C 4.763 -2.661 1.037
C 3.536 -3.062 0.522
H -0.298 -4.460 0.655
H 0.547 -3.784 2.066
H 1.423 -4.825 0.929
H 0.202 -3.795 -1.547
H 1.967 -3.905 -1.491
H 1.166 -2.385 -1.961
H -1.034 -2.305 0.438
H 1.602 -0.541 1.622
H 3.769 0.192 2.557
H 5.815 -1.164 2.175
H 5.646 -3.263 0.854
H 3.488 -3.981 -0.052
```

From a Löwdin analysis of the wavefunction, the atomic charges in e read: 0.894, -0.100, -0.104, -0.043, -0.233, -0.034, -0.151, -0.245, -0.067, -0.121, -0.069, -0.237, 0.012, -0.243, -0.044, -0.112, -0.095, -0.157, 0.099, 0.085, 0.088, 0.095, 0.101, 0.080, 0.093, 0.084, 0.087, 0.090, 0.083, 0.082, -0.301, -0.267, -0.270, -0.267, -0.290, -0.034, -0.026, -0.020, -0.027, -0.041, 0.075, 0.082, 0.066, 0.068, 0.072, 0.083, 0.085, 0.076, 0.070, 0.065, 0.081, 0.066, 0.062, 0.067, 0.084, -0.060, -0.546, -0.055, -0.139, -0.202, -0.040, -0.076, -0.112, -0.102, -0.061, 0.074, 0.085, 0.074, 0.070, 0.070, 0.061, 0.022, 0.084, 0.100, 0.089, 0.090, 0.098

=====

No. 5
# C35H38N4O4PPbSiTe

A structure of composition C35H38N4O4PPbSiTe at a distorted geometry (wB97M-V/def2-TZVPD, the OMol25 dataset).

Its charge is +1. As for the HOMO-LUMO gap (spin up / spin down): 5.91 / 5.10 eV. Its largest force on an atom is 0.0203 Eh/bohr.

Structure (XYZ):
```
85
C35H38N4O4PPbSiTe wB97M-V/def2-TZVPD
Pb -1.138 -0.170 -0.456
N 8.303 1.547 4.001
C 7.275 1.356 3.525
C 5.995 1.115 2.930
C 4.989 2.074 3.020
C 3.757 1.835 2.440
C 3.511 0.647 1.755
C 4.522 -0.312 1.675
C 5.755 -0.083 2.257
C 2.185 0.381 1.134
C 1.098 0.301 2.014
C 1.156 0.418 3.433
C -0.119 0.212 3.911
C -0.920 -0.040 2.784
N -0.211 0.004 1.660
C 2.180 0.172 -0.254
C 3.315 0.201 -1.112
C 2.880 -0.098 -2.384
C 1.493 -0.286 -2.285
N 1.069 -0.130 -1.033
H 5.180 2.999 3.547
H 2.976 2.581 2.509
H 4.326 -1.247 1.169
H 6.540 -0.823 2.193
H 2.041 0.605 4.017
H -0.451 0.219 4.936
H -1.979 -0.265 2.756
H 4.330 0.407 -0.815
H 3.468 -0.172 -3.283
H 0.793 -0.521 -3.076
C -1.009 -4.927 1.274
Si -0.159 -3.899 -0.069
C 0.701 -4.858 -1.456
C 1.253 -3.084 0.850
N -1.345 -2.812 -0.837
C -2.378 -3.328 -1.504
C -2.624 -4.743 -1.584
C -3.704 -5.278 -2.220
C -4.630 -4.440 -2.859
C -4.445 -3.072 -2.837
C -3.355 -2.508 -2.191
O -3.121 -1.178 -2.229
C -4.159 -0.253 -2.344
C -3.981 0.790 -3.235
C -4.946 1.782 -3.316
C -6.072 1.731 -2.508
C -6.235 0.680 -1.615
C -5.279 -0.319 -1.528
H -0.282 -5.606 1.723
H -1.861 -5.518 0.939
H -1.358 -4.258 2.064
H 1.455 -5.521 -1.028
H 1.217 -4.146 -2.105
H 0.034 -5.455 -2.077
H 1.867 -3.885 1.269
H 0.917 -2.461 1.677
H 1.885 -2.490 0.192
H -1.915 -5.405 -1.113
H -3.842 -6.350 -2.235
H -5.475 -4.860 -3.387
H -5.138 -2.422 -3.354
H -3.093 0.815 -3.853
H -4.814 2.597 -4.014
H -6.824 2.505 -2.572
H -7.106 0.643 -0.975
H -5.392 -1.137 -0.828
C -1.523 4.267 2.793
C -0.216 4.189 2.034
O -0.287 3.184 1.007
P -0.415 3.445 -0.563
O -1.190 2.344 -1.186
Te -1.350 5.634 -0.987
O 1.078 3.410 -1.113
C 2.031 4.406 -0.705
C 3.227 4.348 -1.626
H -1.452 5.013 3.584
H -1.746 3.300 3.243
H -2.336 4.542 2.121
H 0.594 3.890 2.700
H 0.033 5.162 1.595
H 2.324 4.216 0.332
H 1.562 5.397 -0.752
H 3.657 3.350 -1.603
H 3.978 5.072 -1.310
H 2.926 4.575 -2.648
```

From a Löwdin analysis of the wavefunction, the atomic charges in e read: 1.507, 0.175, -0.176, -0.219, -0.005, -0.021, -0.181, -0.011, 0.001, -0.036, -0.279, -0.003, -0.056, -0.162, -0.126, -0.273, -0.013, -0.049, -0.143, -0.107, 0.126, 0.113, 0.126, 0.128, 0.115, 0.103, 0.111, 0.115, 0.104, 0.117, -0.155, 0.449, -0.153, -0.161, -0.052, -0.277, -0.036, -0.054, -0.030, 0.002, -0.193, -0.115, -0.293, -0.002, -0.062, -0.076, -0.063, -0.016, 0.041, 0.021, 0.037, 0.040, 0.035, 0.024, 0.049, 0.023, 0.021, 0.068, 0.117, 0.118, 0.129, 0.127, 0.111, 0.108, 0.111, 0.128, -0.065, -0.307, -0.284, 0.112, -0.475, 0.787, -0.266, -0.300, -0.050, 0.089, 0.077, 0.063, 0.117, 0.071, 0.113, 0.066, 0.072, 0.088, 0.088

=====

| no. | energy (a.u.) |
| --- | --- |
| 1 | -5295.069886 |
| 2 | -3725.766279 |
| 3 | -3243.229414 |
| 4 | -2370.277430 |
| 5 | -2968.109450 |